(1)
Formula: C30H29NS
Source: the OMol25 dataset
Level of theory: ωB97M-V with the def2-TZVPD basis set

Output
Orbital gap, eV: 5.08
Relative energy (zero: lowest compared OMol25 entry of this formula, charge and spin), eV: 0.000
Total energy, eV: -43905.374

CARTESIAN COORDINATES (ANGSTROEM)
C 5.02948 1.82457 -4.67389
C 4.30155 0.77524 -4.14472
C 3.85639 0.80496 -2.78801
C 4.28152 1.91041 -1.95274
C 5.02202 2.96677 -2.52692
C 5.38096 2.93701 -3.86682
C 3.91118 1.90951 -0.57203
C 3.08474 0.94239 -0.06615
C 2.49993 -0.05055 -0.91903
S 1.26105 -1.00652 -0.31817
C 2.99314 -0.16502 -2.24496
H 5.34066 1.80814 -5.71999
H 4.03974 -0.09586 -4.75739
H 5.29399 3.81470 -1.88938
H 5.94147 3.76480 -4.29819
H 4.28930 2.70992 0.06985
H 2.80351 0.93598 0.98106
H 2.64726 -0.99941 -2.85465
C -2.51689 2.35993 -0.91293
C -1.94818 1.20913 -1.74455
C -2.61719 1.14798 -3.11696
C -0.44946 1.38866 -1.95878
C -2.22554 -0.09509 -1.01472
N -3.00925 -1.05399 -1.54485
C -3.16264 -2.13805 -0.67172
C -2.43128 -1.83370 0.48928
C -2.34752 -2.78636 1.50173
C -3.05067 -3.99147 1.36572
C -3.78482 -4.27211 0.20110
C -3.83660 -3.34005 -0.85403
C -1.80388 -0.52687 0.28145
C -0.82082 0.04339 1.10711
C -0.66571 -0.21560 2.51522
C -1.75454 -0.40818 3.40971
C -1.53405 -0.70437 4.75490
C -0.23545 -0.85640 5.25331
C -0.00644 -1.29492 6.66863
C 0.84397 -0.56848 4.40896
C 0.63094 -0.22207 3.08216
H -2.06930 2.40822 0.08821
H -2.32810 3.31676 -1.42021
H -3.60282 2.24090 -0.79277
H -2.21342 0.31682 -3.71504
H -3.70837 1.05257 -3.03075
H -2.40737 2.07499 -3.66755
H -0.01614 0.50716 -2.44894
H -0.25220 2.26276 -2.59997
H 0.09678 1.55279 -1.02590
H -3.44174 -1.03487 -2.46247
H -1.74746 -2.57231 2.38601
H -3.02163 -4.71562 2.18726
H -4.29466 -5.23628 0.11875
H -4.37110 -3.56004 -1.77705
H -0.20566 0.84267 0.70504
H -2.77592 -0.32836 3.02822
H -2.38224 -0.86048 5.42577
H 1.04587 -1.19052 6.94177
H -0.61230 -0.71937 7.37686
H -0.28322 -2.34990 6.78202
H 1.86199 -0.62853 4.79866
H 1.47714 -0.00774 2.42344

***

(2)
Formula: C30H30As2BrN3O3PbSe
Source: the OMol25 dataset
Level of theory: ωB97M-V with the def2-TZVPD basis set

Output
Orbital gap, eV: 5.66
Relative energy (zero: lowest compared OMol25 entry of this formula, charge and spin), eV: 2.161
Total charge: +2
Total energy, eV: -304507.627

CARTESIAN COORDINATES (ANGSTROEM)
Pb 0.00783 0.15330 -0.20161
Br 0.09974 7.84947 0.51158
C -0.25689 6.03166 0.79877
C -0.94681 5.63342 1.93666
C -1.20527 4.29102 2.14856
C -0.78927 3.34011 1.22027
C -0.07952 3.75152 0.09990
C 0.18741 5.09269 -0.11951
N -1.02201 1.94129 1.35883
C -1.84404 1.46550 2.19641
C -2.06103 0.01136 2.31761
C -2.92676 -0.47046 3.27883
C -3.14913 -1.83853 3.36842
C -2.50282 -2.67739 2.48204
C -1.64893 -2.11976 1.54263
N -1.42145 -0.80965 1.46534
H -1.27230 6.37002 2.65706
H -1.72170 4.00559 3.05409
H 0.27606 3.01539 -0.61643
H 0.75614 5.40883 -0.98233
H -2.44414 2.09097 2.85496
H -3.42775 0.21967 3.94376
H -3.82395 -2.23588 4.11396
H -2.65719 -3.74610 2.50109
H -1.13526 -2.74076 0.82051
C 1.34376 -3.82213 -2.13421
As 1.45513 -2.52833 -0.69525
C 2.06948 -3.70540 0.73583
C 3.06869 -1.52003 -1.13964
C 3.74524 -1.78190 -2.33169
C 4.86560 -1.04557 -2.69061
C 5.31392 -0.02314 -1.86693
C 4.64552 0.24912 -0.68005
C 3.52783 -0.49349 -0.29758
As 2.62693 -0.10682 1.39863
C 3.85302 -0.90273 2.68256
C 3.06615 1.77631 1.63545
H 1.11809 -3.34161 -3.08384
H 0.52668 -4.50056 -1.89231
H 2.26993 -4.38989 -2.21043
H 3.09294 -4.02164 0.54013
H 1.42277 -4.58178 0.76609
H 2.01391 -3.19510 1.69514
H 3.41425 -2.58041 -2.98244
H 5.38957 -1.27300 -3.60964
H 6.18893 0.55253 -2.13848
H 5.01763 1.04001 -0.04008
H 4.85901 -0.53071 2.49320
H 3.84232 -1.98641 2.59458
H 3.53935 -0.61943 3.68608
H 4.12512 1.91196 1.84858
H 2.48791 2.15605 2.47696
H 2.79751 2.34618 0.74501
Se 2.37009 1.42524 -3.30125
C 2.72934 3.13545 -2.73928
N 2.93311 4.20399 -2.36564
O -0.21272 -0.25442 -3.79103
C -0.25180 1.06891 -3.82491
C 0.79733 1.79375 -4.56790
C 0.64224 3.24476 -4.69288
C -0.36432 3.87945 -4.06321
C -1.31632 3.11629 -3.32449
C -1.24651 1.74750 -3.14294
C -2.34789 1.07196 -2.31415
O -3.47599 1.40597 -2.57313
O -1.93044 0.22797 -1.44802
H 0.30105 -0.62246 -4.52851
H 1.13933 1.31141 -5.48423
H 1.35390 3.78169 -5.30651
H -0.47365 4.95182 -4.13899
H -2.18038 3.61136 -2.89350